[1]
ORCA calculation (wB97M-V/def2-TZVPD) on a structure of composition C25H28CrN4SSi2 at a distorted geometry.

Calculated values
frontier orbital gap (alpha / beta) = 0.238 / 0.206 hartree
spin multiplicity = 4
HOMO (alpha / beta) = -4.1 / -3.6 eV
calculated total energy = -3210.16033 a.u.
lowest unoccupied orbital energy (alpha / beta) = 0.0856 / 0.0744 Ha
net charge = -1

Positions of all 61 atoms, in Å:
Cr1 10.292 15.378 10.550
N1 12.297 17.194 14.030
C1 11.920 16.571 12.847
S1 10.347 15.941 12.835
N2 12.794 16.538 11.886
N3 12.221 16.041 10.736
C2 13.002 16.046 9.689
C3 12.385 15.668 8.432
C4 13.001 15.692 7.146
C5 12.276 15.324 6.018
C6 10.972 14.889 6.207
C7 10.400 14.875 7.472
N4 11.078 15.301 8.536
H1 11.854 16.758 14.795
H2 13.291 17.292 14.080
H3 14.031 16.481 9.740
H4 14.068 16.015 7.096
H5 12.759 15.480 5.066
H6 10.350 14.537 5.399
H7 9.364 14.602 7.721
C8 6.675 15.001 9.047
Si1 7.807 15.583 10.479
C9 7.122 14.473 11.875
C10 7.134 17.268 10.858
C11 5.862 17.582 11.348
C12 5.539 18.891 11.736
C13 6.509 19.882 11.621
C14 7.713 19.622 11.068
C15 8.048 18.316 10.704
Si2 9.725 17.788 9.907
C16 9.447 18.256 8.066
C17 10.964 19.069 10.491
H8 5.573 15.125 9.269
H9 6.788 13.944 8.790
H10 6.817 15.542 8.099
H11 6.069 14.646 11.959
H12 7.654 14.657 12.808
H13 7.302 13.446 11.457
H14 5.126 16.768 11.351
H15 4.576 19.125 12.156
H16 6.239 20.892 11.926
H17 8.443 20.436 10.950
H18 9.270 19.368 8.049
H19 8.634 17.687 7.658
H20 10.307 18.031 7.455
H21 10.595 20.091 10.385
H22 11.827 18.967 9.817
H23 11.270 19.006 11.518
C18 10.204 13.308 10.660
C19 10.226 12.118 10.422
C20 10.365 10.673 10.195
C21 9.411 9.723 10.578
C22 9.627 8.352 10.342
C23 10.740 7.902 9.674
C24 11.680 8.839 9.288
C25 11.475 10.169 9.480
H24 8.485 10.021 11.077
H25 8.932 7.611 10.732
H26 10.945 6.852 9.395
H27 12.612 8.498 8.861
H28 12.213 10.903 9.175

Results of the Löwdin charge analysis, in e, for atoms 1 through 6:
1. Cr 0.086
2. N 0.054
3. C -0.876
4. S 0.703
5. N 0.006
6. N -0.146

[2]
ORCA calculation (wB97M-V/def2-TZVPD) on a structure of composition C25H28F5IrO2 at a distorted geometry.

Calculated values
frontier orbital gap (alpha / beta) = 0.182 / 0.123 hartree
spin multiplicity = 6
HOMO (alpha / beta) = -8.6 / -11.5 eV
calculated total energy = -1722.86760 a.u.
lowest unoccupied orbital energy (alpha / beta) = -0.1360 / -0.3010 Ha
net charge = +1

Positions of all 61 atoms, in Å:
O1 -4.305 4.635 -3.361
C1 -5.493 4.185 -4.092
C2 -5.771 5.547 -4.723
H1 -6.278 3.849 -3.398
H2 -5.247 3.414 -4.838
C3 -4.525 5.977 -3.900
H3 -6.697 6.028 -4.390
H4 -5.631 5.570 -5.806
C4 -4.909 6.995 -2.843
H5 -5.744 6.632 -2.232
H6 -5.238 7.915 -3.346
H7 -4.045 7.242 -2.215
C5 -3.368 6.453 -4.755
H8 -3.099 5.700 -5.507
H9 -2.511 6.676 -4.107
H10 -3.651 7.377 -5.278
Ir1 0.510 0.064 0.093
C6 2.147 -0.987 -1.037
C7 1.116 -1.959 -1.025
C8 -0.070 -1.383 -1.560
H11 1.207 -2.960 -0.626
C9 0.240 -0.056 -2.009
C10 1.623 0.203 -1.668
H12 2.181 1.104 -1.896
H13 3.164 -1.127 -0.673
H14 -1.033 -1.868 -1.639
H15 -0.428 0.622 -2.523
C11 1.308 0.652 2.161
C12 1.773 1.466 1.081
C13 0.614 2.103 0.486
H16 2.803 1.592 0.774
C14 -0.551 1.643 1.208
C15 -0.100 0.791 2.257
H17 -0.731 0.322 3.009
H18 1.932 0.045 2.804
H19 0.620 2.828 -0.318
H20 -1.578 1.932 1.001
O2 -3.861 2.312 -0.833
C16 -2.796 2.775 -1.684
C17 -2.773 1.946 -2.987
H21 -1.835 2.710 -1.136
H22 -3.000 3.823 -1.939
C18 -4.127 1.191 -3.014
H23 -1.984 1.189 -2.902
H24 -2.587 2.580 -3.864
C19 -4.446 1.150 -1.502
H25 -4.016 0.162 -3.400
H26 -4.869 1.752 -3.612
H27 -3.949 0.249 -1.088
H28 -5.523 1.091 -1.275
F1 1.625 -2.410 2.034
C20 0.264 -2.503 1.951
C21 -0.472 -1.585 1.218
C22 -1.846 -1.751 1.243
F2 -2.664 -0.871 0.592
C23 -2.463 -2.802 1.925
F3 -3.805 -2.928 1.903
C24 -1.702 -3.729 2.625
F4 -2.279 -4.749 3.284
C25 -0.323 -3.571 2.631
F5 0.442 -4.470 3.281

Results of the Löwdin charge analysis, in e, for atoms 1 through 6:
1. O -0.117
2. C -0.161
3. C -0.073
4. H 0.126
5. H 0.112
6. C -0.573

[3]
ORCA calculation (wB97M-V/def2-TZVPD) on a structure of composition C25H28F5MnO2 at a distorted geometry.

Calculated values
frontier orbital gap (alpha / beta) = 0.184 / 0.262 hartree
spin multiplicity = 6
HOMO (alpha / beta) = -2.5 / -4.7 eV
calculated total energy = -2770.03876 a.u.
lowest unoccupied orbital energy (alpha / beta) = 0.0909 / 0.0907 Ha
net charge = -1

Positions of all 61 atoms, in Å:
O1 -0.175 0.044 -5.565
C1 -0.247 1.140 -6.557
C2 0.030 0.239 -7.760
H1 0.548 1.885 -6.386
H2 -1.228 1.644 -6.595
C3 0.081 -0.875 -6.691
H3 0.991 0.432 -8.232
H4 -0.778 0.088 -8.485
C4 1.446 -1.541 -6.605
H5 2.201 -0.906 -6.128
H6 1.787 -1.780 -7.621
H7 1.370 -2.477 -6.047
C5 -1.066 -1.865 -6.836
H8 -2.041 -1.372 -6.768
H9 -1.007 -2.614 -6.037
H10 -1.016 -2.375 -7.806
Mn1 -0.251 -0.660 -0.832
C6 -2.127 -0.696 0.428
C7 -1.879 0.679 0.192
C8 -1.785 0.892 -1.219
H11 -1.869 1.491 0.933
C9 -2.007 -0.371 -1.886
C10 -2.180 -1.369 -0.857
H12 -2.472 -2.412 -1.024
H13 -2.393 -1.120 1.400
H14 -1.779 1.881 -1.670
H15 -2.152 -0.510 -2.948
C11 0.941 -2.253 0.222
C12 0.037 -2.826 -0.715
C13 0.306 -2.261 -2.021
H16 -0.612 -3.669 -0.511
C14 1.458 -1.405 -1.881
C15 1.803 -1.354 -0.490
H17 2.669 -0.835 -0.087
H18 1.062 -2.551 1.264
H19 -0.139 -2.557 -2.966
H20 2.055 -1.011 -2.700
O2 2.513 2.277 -4.314
C16 1.522 1.684 -3.464
C17 0.181 2.466 -3.569
H21 1.884 1.750 -2.430
H22 1.422 0.602 -3.659
C18 0.597 3.825 -4.176
H23 -0.270 2.629 -2.590
H24 -0.499 1.899 -4.206
C19 2.070 3.623 -4.633
H25 0.540 4.567 -3.358
H26 -0.087 4.106 -4.996
H27 2.736 4.380 -4.161
H28 2.163 3.712 -5.733
F1 0.272 -0.161 2.614
C20 0.929 0.853 1.981
C21 0.864 0.979 0.599
C22 1.409 2.168 0.161
F2 1.143 2.684 -1.087
C23 2.124 3.102 0.916
F3 2.589 4.218 0.319
C24 2.232 2.905 2.279
F4 2.859 3.810 3.057
C25 1.613 1.772 2.809
F5 1.627 1.592 4.142

Results of the Löwdin charge analysis, in e, for atoms 1 through 6:
1. O -0.104
2. C -0.152
3. C -0.085
4. H 0.110
5. H 0.123
6. C -0.561

[4]
ORCA calculation (wB97M-V/def2-TZVPD) on a structure of composition C25H28N3O4RuSSi2.

Calculated values
frontier orbital gap (alpha / beta) = 0.280 / 0.280 hartree
spin multiplicity = 1
HOMO (alpha / beta) = -5.0 / -5.0 eV
calculated total energy = -2506.96502 a.u.
lowest unoccupied orbital energy (alpha / beta) = 0.0977 / 0.0978 Ha
net charge = -1

Positions of all 64 atoms, in Å:
Ru1 -0.771 0.416 1.398
N1 -4.916 -0.443 2.716
C1 -3.756 0.014 2.124
S1 -2.261 -0.602 2.812
N2 -3.848 0.848 1.158
N3 -2.611 1.255 0.686
C2 -2.696 2.042 -0.323
C3 -1.600 2.702 -0.985
C4 -1.868 3.356 -2.195
C5 -0.913 4.109 -2.839
C6 0.338 4.256 -2.233
C7 0.626 3.634 -1.039
C8 -0.318 2.803 -0.395
O1 0.000 2.230 0.732
H1 -4.836 -1.353 3.139
H2 -5.737 -0.317 2.144
H3 -3.699 2.243 -0.694
H4 -2.860 3.253 -2.624
H5 -1.130 4.588 -3.784
H6 1.097 4.868 -2.707
H7 1.591 3.754 -0.564
C9 -0.575 -3.126 0.889
Si1 0.194 -1.801 1.978
C10 -0.019 -2.349 3.791
C11 2.071 -2.042 1.934
C12 2.771 -3.249 1.952
C13 4.131 -3.263 2.223
C14 4.800 -2.072 2.495
C15 4.113 -0.867 2.460
C16 2.748 -0.843 2.169
Si2 1.678 0.626 1.646
C17 2.085 2.054 2.806
C18 2.447 0.828 -0.068
H8 -0.229 -4.107 1.233
H9 -0.271 -3.006 -0.152
H10 -1.663 -3.099 0.923
H11 0.573 -3.260 3.917
H12 -1.040 -2.557 4.107
H13 0.406 -1.594 4.458
H14 2.255 -4.186 1.766
H15 4.676 -4.201 2.235
H16 5.861 -2.089 2.720
H17 4.652 0.059 2.643
H18 3.167 2.223 2.813
H19 1.785 1.806 3.827
H20 1.586 2.973 2.505
H21 3.509 1.065 0.060
H22 1.988 1.580 -0.703
H23 2.388 -0.137 -0.576
O2 -2.981 -1.913 -3.247
C19 -1.910 -1.213 -3.653
C20 -1.657 -1.113 -5.022
C21 -0.575 -0.383 -5.476
C22 0.275 0.263 -4.582
C23 0.031 0.159 -3.225
C24 -1.048 -0.579 -2.743
C25 -1.324 -0.666 -1.273
O3 -2.357 -1.226 -0.872
O4 -0.436 -0.116 -0.533
H24 -2.993 -1.812 -2.254
H25 -2.330 -1.613 -5.707
H26 -0.394 -0.310 -6.542
H27 1.113 0.844 -4.943
H28 0.667 0.655 -2.503

Results of the Löwdin charge analysis, in e, for atoms 1 through 6:
1. Ru 0.823
2. N 0.046
3. C -0.810
4. S 0.656
5. N 0.003
6. N -0.115

[5]
ORCA calculation (wB97M-V/def2-TZVPD) on a structure of composition C25H28NO6 at a distorted geometry.

Calculated values
frontier orbital gap = 0.211 hartree
spin multiplicity = 1
HOMO = -2.9 eV
calculated total energy = -1475.58354 a.u.
lowest unoccupied orbital energy = 0.1033 Ha
net charge = -1

Positions of all 60 atoms, in Å:
C1 0.307 -0.399 6.683
N1 -0.350 -0.017 5.445
C2 -1.304 1.072 5.600
C3 -0.261 -0.754 4.286
C4 -1.408 -0.960 3.467
C5 -1.302 -1.665 2.277
C6 -0.029 -2.012 1.739
C7 0.151 -2.509 0.377
C8 -0.895 -2.372 -0.540
C9 -1.493 -3.467 -1.305
O1 -1.351 -4.651 -1.066
O2 -2.391 -3.024 -2.285
C10 -3.454 -2.238 -1.662
C11 -4.355 -1.721 -2.781
C12 -4.195 -3.042 -0.610
O3 -2.859 -1.065 -1.047
C13 -1.542 -1.056 -0.677
O4 -0.961 0.000 -0.487
C14 1.097 -1.781 2.559
C15 0.979 -1.290 3.851
H1 1.117 -1.111 6.508
H2 0.694 0.508 7.172
H3 -0.421 -0.905 7.349
H4 -1.393 1.646 4.669
H5 -2.307 0.695 5.860
H6 -0.951 1.734 6.406
H7 -2.374 -0.582 3.814
H8 -2.219 -1.925 1.745
H9 1.236 -2.331 -0.053
H10 -3.774 -1.091 -3.456
H11 -4.759 -2.550 -3.363
H12 -5.172 -1.124 -2.366
H13 -3.505 -3.420 0.154
H14 -4.954 -2.419 -0.125
H15 -4.673 -3.912 -1.073
H16 2.084 -2.008 2.161
H17 1.854 -1.237 4.504
C16 0.041 -4.524 -4.882
C17 1.085 -3.798 -4.096
O5 0.808 -4.096 -2.708
C18 1.645 -3.471 -1.882
C19 1.380 -3.709 -0.400
C20 2.564 -4.112 0.439
C21 3.871 -3.801 0.053
C22 4.938 -4.047 0.919
C23 4.706 -4.608 2.173
C24 3.403 -4.898 2.578
C25 2.333 -4.677 1.706
O6 2.511 -2.702 -2.308
H18 0.182 -4.336 -5.943
H19 0.092 -5.604 -4.745
H20 -0.951 -4.195 -4.583
H21 2.091 -4.144 -4.337
H22 1.013 -2.713 -4.200
H23 0.587 -4.456 -0.308
H24 4.014 -3.349 -0.920
H25 5.951 -3.797 0.614
H26 5.547 -4.794 2.839
H27 3.222 -5.282 3.582
H28 1.319 -4.950 2.016

Results of the Löwdin charge analysis, in e, for atoms 1 through 6:
1. C -0.082
2. N -0.233
3. C -0.088
4. C -0.262
5. C -0.023
6. C -0.016

[6]
ORCA calculation (wB97M-V/def2-TZVPD) on an isolated molecule of C25H28O6 at a distorted geometry.

Calculated values
structure (SMILES) = CCOCCOCc1cc2c(cc1CCCC(=O)OCC)C(=O)c1ccccc1C2=O
frontier orbital gap = 0.260 hartree
spin multiplicity = 1
HOMO = -8.9 eV
calculated total energy = -1420.00084 a.u.
lowest unoccupied orbital energy = -0.0660 Ha

Positions of all 59 atoms, in Å:
C1 4.657 0.701 3.833
C2 4.206 1.349 2.380
O1 4.362 2.810 2.295
C3 3.085 3.497 2.047
C4 2.712 3.654 0.432
O2 1.233 3.623 0.362
C5 0.760 3.305 -1.000
C6 0.380 1.722 -1.203
C7 1.322 0.605 -0.451
C8 1.005 -1.001 -0.615
C9 -0.215 -1.586 -1.548
C10 -1.177 -0.493 -2.303
C11 -0.880 1.141 -2.104
C12 -1.875 2.256 -2.830
C13 -2.983 2.671 -1.649
C14 -4.266 1.643 -1.604
C15 -4.877 1.439 -0.067
O3 -4.608 2.368 0.888
O4 -5.741 0.269 0.225
C16 -5.728 -0.067 1.658
C17 -6.726 -1.366 1.986
C18 -0.372 -3.235 -1.648
O5 -1.554 -3.811 -1.946
C19 1.014 -4.136 -1.396
C20 1.265 -5.637 -2.026
C21 2.704 -6.406 -1.681
C22 3.919 -5.749 -0.788
C23 3.670 -4.255 -0.160
C24 2.235 -3.519 -0.463
C25 1.981 -2.047 0.213
O6 2.530 -1.727 1.398
H1 3.779 0.910 4.615
H2 4.660 -0.474 3.687
H3 5.705 1.058 4.213
H4 3.087 1.041 2.215
H5 4.914 0.869 1.555
H6 3.145 4.618 2.454
H7 2.218 2.989 2.670
H8 3.225 2.808 -0.234
H9 3.162 4.680 0.032
H10 1.614 3.694 -1.738
H11 -0.161 4.037 -1.200
H12 2.238 0.913 0.210
H13 -2.080 -0.883 -2.963
H14 -2.405 1.811 -3.794
H15 -1.304 3.221 -3.176
H16 -3.268 3.809 -1.679
H17 -2.397 2.507 -0.624
H18 -4.040 0.572 -2.036
H19 -5.123 2.124 -2.242
H20 -4.670 -0.377 2.050
H21 -6.134 0.813 2.338
H22 -7.847 -1.155 1.670
H23 -6.752 -1.588 3.147
H24 -6.356 -2.343 1.444
H25 0.445 -6.172 -2.676
H26 2.850 -7.499 -2.113
H27 4.948 -6.269 -0.548
H28 4.506 -3.734 0.491

Results of the Löwdin charge analysis, in e, for atoms 1 through 6:
1. C -0.102
2. C -0.262
3. O -0.222
4. C -0.164
5. C -0.172
6. O -0.220

[7]
ORCA calculation (wB97M-V/def2-TZVPD) on the ion C25H28O8P with charge -1 at a distorted geometry.

Calculated values
structure (SMILES) = CCOC(=O)[C@@H]([C@@H](C1=C([O-])c2ccccc2C1=O)c1ccc(OC)cc1)P(=O)(OCC)OCC
frontier orbital gap = 0.249 hartree
spin multiplicity = 1
HOMO = -3.9 eV
calculated total energy = -1912.85789 a.u.
lowest unoccupied orbital energy = 0.1046 Ha
net charge = -1

Positions of all 62 atoms, in Å:
C1 3.345 5.138 0.907
C2 2.029 4.491 0.544
O1 1.926 3.131 1.055
P1 1.611 1.876 0.092
C3 0.049 0.990 0.596
C4 -0.963 2.096 0.914
O2 -1.824 1.971 1.758
O3 -0.737 3.230 0.197
C5 -1.850 3.738 -0.584
C6 -2.012 2.904 -1.830
O4 1.648 2.161 -1.355
O5 2.725 0.910 0.703
C7 3.145 -0.252 -0.025
C8 4.490 -0.664 0.530
H1 3.340 6.156 0.522
H2 3.516 5.178 1.991
H3 4.185 4.628 0.425
H4 1.192 5.053 0.972
H5 1.922 4.448 -0.552
H6 0.310 0.527 1.555
H7 -2.740 3.750 0.056
H8 -1.538 4.759 -0.824
H9 -2.587 3.436 -2.601
H10 -1.028 2.616 -2.221
H11 -2.572 1.994 -1.586
H12 2.395 -1.047 0.098
H13 3.202 0.006 -1.094
H14 4.748 -1.645 0.118
H15 5.246 0.062 0.217
H16 4.437 -0.720 1.625
C9 -5.455 -2.221 3.700
O6 -5.458 -1.607 2.389
C10 -4.281 -1.331 1.783
C11 -3.014 -1.538 2.381
C12 -1.869 -1.142 1.706
C13 -1.939 -0.550 0.448
C14 -0.639 -0.068 -0.234
C15 0.175 -1.259 -0.760
C16 0.803 -1.211 -2.097
O7 0.816 -0.299 -2.927
C17 1.416 -2.578 -2.304
C18 0.985 -3.439 -1.300
C19 1.397 -4.778 -1.286
C20 2.297 -5.214 -2.264
C21 2.757 -4.323 -3.251
C22 2.303 -3.002 -3.290
C23 0.144 -2.651 -0.317
O8 -0.428 -3.171 0.653
C24 -3.193 -0.412 -0.176
C25 -4.345 -0.767 0.493
H17 -6.515 -2.414 3.909
H18 -4.894 -3.168 3.689
H19 -5.032 -1.529 4.450
H20 -2.925 -1.995 3.372
H21 -0.899 -1.339 2.161
H22 -1.010 0.388 -1.167
H23 1.021 -5.443 -0.518
H24 2.645 -6.242 -2.257
H25 3.466 -4.670 -3.989
H26 2.636 -2.292 -4.043
H27 -3.247 -0.043 -1.202
H28 -5.329 -0.614 0.046

Results of the Löwdin charge analysis, in e, for atoms 1 through 6:
1. C -0.084
2. C -0.267
3. O -0.200
4. P 0.582
5. C -0.156
6. C -0.457